Molecular formula: C47H53BrCsN2O2P2S3
Method: DFT, ωB97M-V/def2-TZVPD

Geometry (Å):
Cs (-0.10991, 0.05035, 0.14176)
Br (5.97050, 5.59980, 0.08604)
C (4.48126, 4.41198, -0.15174)
C (3.21301, 4.93633, -0.37961)
C (2.15407, 4.06792, -0.55139)
C (2.29379, 2.64627, -0.52122)
O (1.28576, 1.88901, -0.69173)
C (3.61954, 2.14397, -0.25975)
C (3.96326, 0.72308, -0.12280)
N (3.18132, -0.28910, -0.27412)
C (3.68099, -1.58466, -0.16402)
C (5.06817, -1.90519, -0.16726)
C (5.50764, -3.20682, -0.04946)
C (4.60948, -4.26726, 0.08128)
C (3.21724, -4.01497, 0.05406)
C (2.25454, -5.03629, 0.14508)
C (0.89452, -4.72688, 0.10076)
C (0.52318, -3.40237, -0.02717)
N (1.40450, -2.38962, -0.10986)
C (2.73300, -2.65998, -0.07828)
C (4.67248, 3.04722, -0.08706)
H (3.06323, 6.00846, -0.41693)
H (1.15284, 4.44739, -0.72357)
H (5.01223, 0.57012, 0.15659)
H (5.79970, -1.12273, -0.31478)
H (6.57491, -3.40638, -0.07926)
H (4.95696, -5.29121, 0.17194)
H (2.59322, -6.06332, 0.24386)
H (0.13393, -5.49734, 0.16375)
H (-0.52974, -3.12700, -0.06588)
H (5.66377, 2.65183, 0.10942)
S (-6.25206, 2.91781, -1.02403)
P (-4.62936, 3.69275, -0.17224)
S (-2.93800, 2.66379, -0.04914)
C (-4.28798, 5.33017, -0.92876)
C (-5.31184, 6.27418, -1.01330)
C (-5.07012, 7.52523, -1.55818)
C (-3.80182, 7.84232, -2.03638)
C (-2.78321, 6.90549, -1.96199)
C (-3.02381, 5.65259, -1.40308)
C (-5.05012, 4.20134, 1.54751)
C (-4.07429, 4.81660, 2.33319)
C (-4.34587, 5.16625, 3.64658)
C (-5.59536, 4.89554, 4.19704)
C (-6.56921, 4.28508, 3.42242)
C (-6.29927, 3.94632, 2.09817)
H (-6.30271, 6.01274, -0.65907)
H (-5.86962, 8.25474, -1.61420)
H (-3.61182, 8.81914, -2.46573)
H (-1.79401, 7.14578, -2.33217)
H (-2.23364, 4.91470, -1.32709)
H (-3.09099, 4.99438, 1.91309)
H (-3.57918, 5.64092, 4.24726)
H (-5.80347, 5.15817, 5.22773)
H (-7.54399, 4.07106, 3.84577)
H (-7.05034, 3.47484, 1.47514)
S (0.23404, 0.16807, 5.23332)
C (0.01487, 0.02093, 3.74321)
O (-2.43452, -1.87497, -0.05802)
P (-3.88651, -1.50457, 0.03796)
C (-4.89236, -3.00638, 0.23391)
C (-4.42288, -3.83349, 1.45062)
C (-4.76313, -5.32791, 1.29808)
C (-6.02669, -5.51680, 0.46552)
C (-5.79827, -5.02398, -0.97351)
C (-4.77485, -3.87966, -1.02413)
C (-4.18739, -0.37407, 1.40911)
C (-3.44501, -0.74166, 2.70331)
C (-3.80088, 0.30102, 3.76246)
C (-5.30530, 0.26208, 4.11300)
C (-6.14197, -0.42321, 3.02478)
C (-5.67502, -0.00908, 1.63248)
C (-4.49654, -0.58937, -1.42451)
C (-5.96604, -0.83711, -1.86073)
C (-6.10946, -0.83569, -3.38562)
C (-5.35966, 0.35538, -3.97640)
C (-3.84424, 0.24586, -3.71325)
C (-3.50731, -0.74353, -2.59183)
H (-5.93792, -2.71062, 0.36940)
H (-4.88950, -3.44335, 2.35750)
H (-3.34297, -3.71497, 1.56669)
H (-4.87593, -5.78418, 2.28398)
H (-3.93360, -5.84943, 0.81152)
H (-6.84118, -4.94996, 0.92897)
H (-6.34193, -6.56271, 0.46384)
H (-6.74683, -4.68717, -1.40194)
H (-5.44962, -5.85033, -1.59882)
H (-4.90600, -3.30071, -1.93903)
H (-3.75523, -4.27165, -1.05999)
H (-3.69196, 0.52751, 1.02872)
H (-2.37074, -0.75850, 2.50213)
H (-3.70665, -1.74099, 3.06090)
H (-3.53858, 1.28628, 3.36466)
H (-3.20051, 0.15767, 4.66436)
H (-5.67175, 1.28276, 4.25177)
H (-5.45771, -0.25641, 5.06429)
H (-7.19858, -0.17487, 3.15555)
H (-6.06765, -1.51136, 3.12792)
H (-5.79613, 1.07089, 1.51255)
H (-6.32077, -0.45279, 0.86927)
H (-4.42016, 0.45831, -1.10538)
H (-6.57565, -0.02386, -1.45895)
H (-6.37338, -1.76622, -1.45868)
H (-7.17016, -0.79753, -3.64888)
H (-5.71731, -1.77012, -3.80521)
H (-5.74182, 1.26194, -3.50170)
H (-5.55730, 0.44739, -5.04740)
H (-3.45213, 1.22726, -3.43824)
H (-3.32042, -0.06213, -4.62209)
H (-2.49277, -0.57206, -2.23488)
H (-3.51857, -1.77181, -2.96627)

The value obtained for the calculated total energy is -178352.3373 eV. The value obtained for the energy above the lowest of the compared OMol25 structures with the same formula, charge and spin is 0.0000 eV. The value obtained for the LUMO energy (spin up / spin down) is 3.313 / 3.307 eV. Its expectation value of S² is 0.789. The total charge is -2. The molar mass comes out at 1048.911 g/mol. Its multiplicity is 2. The HOMO-LUMO gap (spin up / spin down) is 2.62 / 4.99 eV.

Löwdin population analysis, charges in e, atoms 1 to 8: 1.09, 0.59, -0.72, -0.17, -0.03, -0.43, -0.47, -0.14

Molecular formula: C47H53N4OS2
Method: DFT, ωB97M-V/def2-TZVPD

Geometry (Å):
C (-0.70737, 2.33603, -8.15014)
C (-1.62813, 1.71401, -7.70935)
C (-2.68944, 0.89616, -7.13073)
C (-2.30674, 0.44084, -5.73385)
C (-1.74822, 1.36835, -4.85495)
C (-1.32150, 1.03139, -3.58215)
S (-0.65326, 2.31425, -2.59150)
C (-1.45610, -0.29524, -3.18079)
N (-1.02233, -0.84714, -2.01191)
N (-2.03421, -1.14825, -4.04484)
C (-2.47493, -0.84735, -5.29085)
C (-3.08738, -1.95761, -6.08181)
C (-3.76887, -3.02093, -5.23366)
C (-2.86727, -4.00868, -4.45672)
C (-1.39655, -4.08544, -4.84959)
C (-0.63907, -5.07091, -3.96483)
C (-0.55272, -4.52123, -2.53358)
C (0.70338, -3.70609, -2.31047)
S (0.93247, -3.06909, -0.61626)
C (-0.69838, -2.80711, -0.08873)
N (-1.65964, -2.18307, -0.67754)
N (-2.74693, -2.24637, 0.19598)
C (-2.33706, -2.86708, 1.22798)
O (-1.05482, -3.26677, 1.12543)
H (0.04334, 2.94972, -8.57846)
H (-2.78792, 0.03152, -7.77711)
H (-3.62007, 1.45712, -7.11944)
H (-1.62663, 2.39319, -5.17282)
H (0.20680, 1.66420, -1.80064)
H (-1.68556, -1.38642, -1.46392)
H (-0.46049, -0.23449, -1.44565)
H (-2.11480, -2.10636, -3.72318)
H (-3.86086, -1.51081, -6.69752)
H (-2.35410, -2.36552, -6.77512)
H (-4.38147, -2.49803, -4.50194)
H (-4.45627, -3.57325, -5.86358)
H (-2.93769, -3.73048, -3.40484)
H (-3.29528, -5.00373, -4.51250)
H (-1.32679, -4.40877, -5.88792)
H (-0.90543, -3.11307, -4.81401)
H (-1.17413, -6.01470, -3.96435)
H (0.35665, -5.21747, -4.37357)
H (-0.59786, -5.34018, -1.81986)
H (-1.42075, -3.90501, -2.35783)
H (1.56680, -4.32946, -2.51685)
H (0.73499, -2.84943, -2.97891)
H (-2.89130, -3.07051, 2.12320)
C (1.03713, 3.11364, 0.92292)
C (1.33175, 4.22668, 0.14722)
C (2.59293, 4.80185, 0.20941)
C (3.56126, 4.25982, 1.04273)
C (3.26788, 3.14483, 1.81607)
C (2.00532, 2.57201, 1.75848)
H (0.04918, 2.66900, 0.88117)
H (0.57565, 4.65050, -0.50301)
H (2.82148, 5.67453, -0.38888)
H (4.54508, 4.70888, 1.09130)
H (4.02328, 2.72422, 2.46649)
H (1.77496, 1.70720, 2.36725)
C (2.97361, 10.52746, -2.73412)
C (3.06098, 9.17753, -3.04292)
C (3.53391, 8.27944, -2.09600)
C (3.91372, 8.72876, -0.83882)
C (3.82429, 10.07874, -0.53010)
C (3.35665, 10.97799, -1.47814)
H (2.60792, 11.22913, -3.47227)
H (2.76193, 8.82601, -4.02204)
H (3.60863, 7.22636, -2.33962)
H (4.28203, 8.02813, -0.10003)
H (4.12102, 10.42897, 0.45006)
H (3.29084, 12.03113, -1.23832)
C (7.59846, 6.61586, 0.61355)
C (7.28250, 7.78747, -0.06052)
C (7.50043, 9.01759, 0.54373)
C (8.04097, 9.07569, 1.82072)
C (8.35951, 7.90441, 2.49448)
C (8.13622, 6.67426, 1.89231)
H (7.42775, 5.65636, 0.14116)
H (6.86409, 7.74268, -1.05798)
H (7.24808, 9.92981, 0.01848)
H (8.21515, 10.03453, 2.29123)
H (8.78318, 7.95081, 3.48911)
H (8.38333, 5.76138, 2.41878)
C (-1.84865, -5.74734, 3.95219)
C (-2.27505, -6.48292, 5.04900)
C (-2.06211, -5.99842, 6.33158)
C (-1.42951, -4.77705, 6.51872)
C (-1.00629, -4.04071, 5.42180)
C (-1.21274, -4.52676, 4.13746)
H (-2.00974, -6.12850, 2.95089)
H (-2.77110, -7.43406, 4.90526)
H (-2.38819, -6.57540, 7.18702)
H (-1.26692, -4.39948, 7.51956)
H (-0.51399, -3.08785, 5.56807)
H (-0.88552, -3.95549, 3.28337)
C (-6.79448, -9.20825, 9.03174)
C (-6.33831, -8.34855, 8.04263)
C (-5.11857, -7.70366, 8.19298)
C (-4.35301, -7.92246, 9.32978)
C (-4.80818, -8.78401, 10.31789)
C (-6.03000, -9.42487, 10.16975)
H (-7.74638, -9.70975, 8.91618)
H (-6.93375, -8.18085, 7.15454)
H (-4.76634, -7.02795, 7.42351)
H (-3.40049, -7.42097, 9.44813)
H (-4.21098, -8.95542, 11.20383)
H (-6.38691, -10.09364, 10.94190)

The value obtained for the calculated total energy is -79266.2353 eV. The value obtained for the LUMO energy is -2.908 eV. The total charge is +1. The molar mass comes out at 754.102 g/mol. The HOMO-LUMO gap is 7.50 eV.

Löwdin population analysis, charges in e, atoms 1 to 8: 0.14, -0.14, -0.13, -0.14, -0.01, -0.51, 0.88, -0.28

The lowest total charge belongs to which entry? C47H53BrCsN2O2P2S3

Number 2 is which compound? C47H53N4OS2